No. 1
Molecular formula: HNO3
Method: DFT, ωB97M-V/def2-TZVPD

Structure (XYZ):
```
5
HNO3 (ωB97M-V/def2-TZVPD)
N -0.31785 0.32447 -1.03034
O 0.30327 0.83519 -1.90061
H 0.14376 -1.02687 1.66109
O -0.38910 -0.53136 1.04114
O 0.25992 0.39856 0.22872
```

Properties
LUMO (eV): -0.090
Multiplicity: 1
HOMO (eV): -10.742
SMILES: O=NOO
Frontier orbital gap (eV): 10.7
Relative energy (zero: lowest compared OMol25 entry of this formula, charge and spin) (kJ/mol): 15.77

No. 2
Molecular formula: HNO4P
Method: DFT, ωB97M-V/def2-TZVPD

Structure (XYZ):
```
7
HNO4P (ωB97M-V/def2-TZVPD)
O 1.27748 -0.28525 0.37309
O -1.11674 -1.47373 0.46140
O 0.16664 -0.11106 -1.94068
O 0.07201 1.90749 -0.26845
N -0.48050 -0.47026 0.59239
H -0.20391 -0.03926 1.40857
P 0.28502 0.47208 -0.62631
```

Properties
LUMO (eV): 4.290
Multiplicity: 1
HOMO (eV): -5.161
Charge: -1
Frontier orbital gap (eV): 9.5
Relative energy (zero: lowest compared OMol25 entry of this formula, charge and spin) (kJ/mol): 91.88

No. 3
Molecular formula: HNO4P
Method: DFT, ωB97M-V/def2-TZVPD

Structure (XYZ):
```
7
HNO4P (ωB97M-V/def2-TZVPD)
O 1.68866 1.34056 -0.30404
H 1.09251 -0.58368 0.04549
N 0.85265 0.35868 -0.36107
P -0.85337 -0.25601 0.02837
O -1.95010 0.65265 -0.47046
O -0.21257 0.16250 1.39216
O -0.61779 -1.67470 -0.33045
```

Properties
LUMO (alpha / beta) (eV): 4.333 / 1.627
Expectation value of S²: 2.01
Multiplicity: 3
HOMO (alpha / beta) (eV): -4.435 / -5.110
Charge: -1
Frontier orbital gap (alpha / beta) (eV): 8.8 / 6.7
Relative energy (zero: lowest compared OMol25 entry of this formula, charge and spin) (kJ/mol): 107.11

No. 4
Molecular formula: HO3P2S2
Method: DFT, ωB97M-V/def2-TZVPD

Structure (XYZ):
```
8
HO3P2S2 (ωB97M-V/def2-TZVPD)
S 0.75614 0.33695 -1.22821
O -0.05200 -1.50936 0.85745
P -0.97800 -0.27552 0.22790
S -1.85515 2.70155 1.21852
P -0.69313 1.19101 1.69296
O 0.23050 -0.46225 -2.40182
O 1.86552 -0.45158 -0.57717
H 0.72612 -1.53081 0.21037
```

Properties
LUMO (alpha / beta) (eV): 2.068 / 2.068
Multiplicity: 1
HOMO (alpha / beta) (eV): -4.390 / -4.391
Charge: -1
SMILES: O=S([O-])#P(O)P=S
Frontier orbital gap (alpha / beta) (eV): 6.5 / 6.5
Relative energy (zero: lowest compared OMol25 entry of this formula, charge and spin) (kJ/mol): 385.89

No. 5
Molecular formula: HO3S
Method: DFT, ωB97M-V/def2-TZVPD

Structure (XYZ):
```
5
HO3S (ωB97M-V/def2-TZVPD)
O -1.16750 -2.04892 2.51102
S -1.89763 -2.29836 1.27129
H 1.68806 -0.43745 0.97418
O -1.66385 -3.55731 0.57333
O -3.25493 -1.88105 1.34270
```

Properties
LUMO (alpha / beta) (eV): 4.544 / 4.091
Expectation value of S²: 2.00
Multiplicity: 3
HOMO (alpha / beta) (eV): -2.734 / -4.922
Charge: -1
Frontier orbital gap (alpha / beta) (eV): 7.3 / 9.0

No. 6
Molecular formula: HPS5
Method: DFT, ωB97M-V/def2-TZVPD

Structure (XYZ):
```
7
HPS5 (ωB97M-V/def2-TZVPD)
S -0.75626 -1.04558 -0.62213
P 1.32580 -0.10688 -0.87582
H 1.68467 -0.80339 0.32800
S 1.16944 1.82165 0.20377
S -1.67818 0.57475 0.68132
S -0.85153 -2.61974 0.53026
S -0.89393 2.17920 -0.24541
```

Properties
LUMO (eV): -1.310
Multiplicity: 1
HOMO (eV): -8.627
SMILES: S=S1#S#S#S#[PH]1
Frontier orbital gap (eV): 7.3
Relative energy (zero: lowest compared OMol25 entry of this formula, charge and spin) (kJ/mol): 133.46

No. 7
Molecular formula: Hg5O16S4
Method: DFT, ωB97M-V/def2-TZVPD

Structure (XYZ):
```
25
Hg5O16S4 (ωB97M-V/def2-TZVPD)
Hg -0.04057 -1.05823 3.94083
S -0.38323 -0.87866 0.44246
Hg -3.52973 -0.39476 0.39144
O -5.27838 0.80070 -2.97785
O -3.40453 1.02175 -1.56319
S 2.96583 -1.72143 2.02716
O 2.22312 -2.61986 1.19953
O -0.47494 -0.93416 1.88025
O 2.34364 2.06118 0.62990
Hg 0.22315 -3.99259 1.13422
S 2.24540 2.04368 -0.74149
O -1.40758 -0.06679 -0.08974
O 0.99911 1.60602 -1.51068
O 0.85191 -0.63663 -0.14256
O 4.25025 -2.45954 2.41004
O 2.80984 3.30566 -1.30848
O -4.35522 3.02852 -2.65365
O 3.36786 1.14598 -1.14026
O -0.67242 -2.24294 0.07472
O -5.68821 1.87561 -1.14102
Hg -1.08684 1.19509 -2.10048
S -4.61726 1.69813 -2.07178
Hg 3.14640 -0.94454 -1.00660
O 3.37300 -0.55685 1.18015
O 2.13940 -1.27535 3.13707
```

Properties
LUMO (eV): -12.069
Multiplicity: 1
HOMO (eV): -14.288
Charge: +2
Frontier orbital gap (eV): 2.2
Relative energy (zero: lowest compared OMol25 entry of this formula, charge and spin) (kJ/mol): 357.33

No. 8
Molecular formula: IO4P
Method: DFT, ωB97M-V/def2-TZVPD

Structure (XYZ):
```
6
IO4P (ωB97M-V/def2-TZVPD)
P 0.92379 0.01399 0.02683
I -2.56898 0.67835 -0.25873
O -1.69435 -0.98287 0.27764
O 0.53567 1.24816 0.71242
O 1.84711 -0.90294 0.73987
O 0.95676 -0.05469 -1.49803
```

Properties
LUMO (eV): 5.615
Multiplicity: 1
HOMO (eV): 0.065
Charge: -2
Frontier orbital gap (eV): 5.5
Relative energy (zero: lowest compared OMol25 entry of this formula, charge and spin) (kJ/mol): 21.64

No. 9
Molecular formula: IZr
Method: DFT, ωB97M-V/def2-TZVPD

Structure (XYZ):
```
2
IZr (ωB97M-V/def2-TZVPD)
I -0.81447 0.48073 1.08163
Zr 0.81447 -0.48074 -1.08162
```

Properties
LUMO (alpha / beta) (eV): -12.938 / -12.452
Expectation value of S²: 0.86
Multiplicity: 2
HOMO (alpha / beta) (eV): -19.651 / -20.023
Charge: +2
Frontier orbital gap (alpha / beta) (eV): 6.7 / 7.6
Relative energy (zero: lowest compared OMol25 entry of this formula, charge and spin) (kJ/mol): 0.00

No. 10
Molecular formula: InNO3
Method: DFT, ωB97M-V/def2-TZVPD

Structure (XYZ):
```
5
InNO3 (ωB97M-V/def2-TZVPD)
O 7.47311 -18.38760 -10.86958
In 10.11294 -17.18550 -11.58957
O 5.63190 -17.70280 -11.53643
N 6.31644 -18.59124 -11.01072
O 5.79266 -19.59449 -10.52471
```

Properties
LUMO (alpha / beta) (eV): -21.789 / -22.721
Expectation value of S²: 0.75
Multiplicity: 2
HOMO (alpha / beta) (eV): -29.615 / -29.711
Charge: +3
Frontier orbital gap (alpha / beta) (eV): 7.8 / 7.0
Relative energy (zero: lowest compared OMol25 entry of this formula, charge and spin) (kJ/mol): 0.51

No. 11
Molecular formula: N2
Method: DFT, ωB97M-V/def2-TZVPD

Structure (XYZ):
```
2
N2 (ωB97M-V/def2-TZVPD)
N 0.52169 -0.32149 -0.47806
N -0.52169 0.32149 0.47806
```

Properties
LUMO (eV): -1.907
Multiplicity: 1
HOMO (eV): -12.642
SMILES: N#N
Frontier orbital gap (eV): 10.7
Relative energy (zero: lowest compared OMol25 entry of this formula, charge and spin) (kJ/mol): 651.88

No. 12
Molecular formula: N2O2
Method: DFT, ωB97M-V/def2-TZVPD

Structure (XYZ):
```
4
N2O2 (ωB97M-V/def2-TZVPD)
N -0.08832 0.44569 0.50540
O 0.70928 1.38392 0.43497
N -0.03939 -0.37323 -0.55763
O -0.58157 -1.45638 -0.38274
```

Properties
LUMO (eV): -3.136
Multiplicity: 1
HOMO (eV): -10.471
SMILES: O=NN=O
Frontier orbital gap (eV): 7.3
Relative energy (zero: lowest compared OMol25 entry of this formula, charge and spin) (kJ/mol): 151.10

No. 13
Molecular formula: N2O3S
Method: DFT, ωB97M-V/def2-TZVPD

Structure (XYZ):
```
6
N2O3S (ωB97M-V/def2-TZVPD)
O -1.68687 -0.03244 0.48921
O 0.25375 -0.15139 1.14932
N 0.67461 -0.53209 -1.34780
N -0.93624 -0.51254 1.34990
S 0.11300 0.63216 -0.54001
O 1.58176 0.59631 -1.10062
```

Properties
LUMO (alpha / beta) (eV): -1.033 / -1.033
Multiplicity: 1
HOMO (alpha / beta) (eV): -9.623 / -9.623
Frontier orbital gap (alpha / beta) (eV): 8.6 / 8.6
Relative energy (zero: lowest compared OMol25 entry of this formula, charge and spin) (kJ/mol): 763.48

No. 14
Molecular formula: N2O3S
Method: DFT, ωB97M-V/def2-TZVPD

Structure (XYZ):
```
6
N2O3S (ωB97M-V/def2-TZVPD)
O -0.90540 1.13868 0.46575
N 1.70265 0.25480 1.23074
S -0.83935 -0.01610 -0.34394
O -1.19984 -1.28787 0.22584
N 1.07955 0.04050 0.19054
O -0.81155 0.01886 -1.75220
```

Properties
LUMO (alpha / beta) (eV): -0.048 / -6.155
Expectation value of S²: 2.03
Multiplicity: 3
HOMO (alpha / beta) (eV): -7.717 / -12.723
Frontier orbital gap (alpha / beta) (eV): 7.7 / 6.6
Relative energy (zero: lowest compared OMol25 entry of this formula, charge and spin) (kJ/mol): 81.54

No. 15
Molecular formula: N2O4
Method: DFT, ωB97M-V/def2-TZVPD

Structure (XYZ):
```
6
N2O4 (ωB97M-V/def2-TZVPD)
O 2.77182 -0.15392 -0.31343
N 1.69357 0.37799 0.22035
O -1.86773 1.14984 -0.00209
O -1.97827 -0.99542 0.06474
N -1.34142 0.07456 -0.29483
O 0.72202 -0.45305 0.32526
```

Properties
LUMO (eV): 7.966
Multiplicity: 1
HOMO (eV): 1.408
Charge: -2
Frontier orbital gap (eV): 6.6
Relative energy (zero: lowest compared OMol25 entry of this formula, charge and spin) (kJ/mol): 142.22

No. 16
Molecular formula: N2O4S3
Method: DFT, ωB97M-V/def2-TZVPD

Structure (XYZ):
```
9
N2O4S3 (ωB97M-V/def2-TZVPD)
S -1.87359 -0.32894 -0.76046
O -2.44946 2.11472 0.17794
N 2.33747 -1.39684 0.30859
S 1.34691 -1.04361 -0.78442
O -0.41852 -0.30126 -1.31127
O -1.09173 1.05318 1.52491
O 2.81961 -1.52054 1.37198
S -2.24957 -1.80510 0.31249
N -1.74145 1.23224 0.54172
```

Properties
LUMO (alpha / beta) (eV): -1.330 / -4.382
Expectation value of S²: 2.06
Multiplicity: 3
HOMO (alpha / beta) (eV): -7.195 / -9.507
Frontier orbital gap (alpha / beta) (eV): 5.9 / 5.1
Relative energy (zero: lowest compared OMol25 entry of this formula, charge and spin) (kJ/mol): 163.67

No. 17
Molecular formula: N2O6
Method: DFT, ωB97M-V/def2-TZVPD

Structure (XYZ):
```
8
N2O6 (ωB97M-V/def2-TZVPD)
O 1.48432 1.12407 -0.58288
O 0.51833 -0.47563 0.75163
N -1.71358 -0.11024 -0.10235
N 1.71599 0.10588 -0.07582
O -2.56981 0.61190 0.13466
O 2.63438 -0.61155 -0.02628
O -0.50914 0.42369 0.67589
O -1.56050 -1.06811 -0.77485
```

Properties
LUMO (eV): -0.033
Multiplicity: 1
HOMO (eV): -11.936
SMILES: O=[N+]([O-])OO[N+](=O)[O-]
Frontier orbital gap (eV): 11.9
Relative energy (zero: lowest compared OMol25 entry of this formula, charge and spin) (kJ/mol): 17.49

No. 18
Molecular formula: N2O6S2
Method: DFT, ωB97M-V/def2-TZVPD

Structure (XYZ):
```
10
N2O6S2 (ωB97M-V/def2-TZVPD)
O 1.57974 1.76736 0.61543
O -1.33260 1.33446 0.32955
S 1.59445 1.20256 -0.72638
O 1.07307 2.09162 -1.76297
O -1.43119 -2.91229 0.19098
O 2.88029 0.65000 -1.17387
N 0.49660 -0.02154 -0.85322
O -2.07300 -1.95591 2.08001
N -1.49836 -1.91401 0.93611
S -0.98872 0.12080 -0.40257
```

Properties
LUMO (eV): 6.177
Multiplicity: 1
HOMO (eV): -1.007
Charge: -2
Frontier orbital gap (eV): 7.2
Relative energy (zero: lowest compared OMol25 entry of this formula, charge and spin) (kJ/mol): 13.99

No. 19
Molecular formula: N2P2S
Method: DFT, ωB97M-V/def2-TZVPD

Structure (XYZ):
```
5
N2P2S (ωB97M-V/def2-TZVPD)
N -0.74244 -0.81036 0.69700
N 0.21855 0.92186 -1.24557
S -1.49174 -0.32653 -0.56739
P 0.63873 -0.60896 1.38851
P 1.37690 0.82400 -0.27254
```

Properties
LUMO (eV): -1.225
Multiplicity: 1
HOMO (eV): -9.118
Frontier orbital gap (eV): 7.9
Relative energy (zero: lowest compared OMol25 entry of this formula, charge and spin) (kJ/mol): 237.72

No. 20
Molecular formula: N3O9Tl
Method: DFT, ωB97M-V/def2-TZVPD

Structure (XYZ):
```
13
N3O9Tl (ωB97M-V/def2-TZVPD)
O 27.16104 1.62923 -15.09169
O 21.14274 -2.13031 -13.78231
O 20.91655 -4.24266 -16.50988
N 21.80357 -5.10880 -16.94996
O 22.82578 -1.21685 -12.79524
O 23.07476 -2.11191 -14.69031
O 25.09396 1.48799 -14.21533
O 25.91941 -0.27683 -14.99228
O 21.61442 -6.13941 -17.58305
O 23.04036 -4.67694 -16.92509
N 26.03694 0.99585 -14.76595
Tl 25.08651 -2.55779 -16.74942
N 22.33931 -1.88078 -13.69272
```

Properties
LUMO (alpha / beta) (eV): -8.096 / -8.155
Expectation value of S²: 1.78
Multiplicity: 2
HOMO (alpha / beta) (eV): -16.245 / -15.740
Charge: +1
Frontier orbital gap (alpha / beta) (eV): 8.1 / 7.6